Record 1
Below is C25H31Br2ClGeNO2Re as an isolated structure at a distorted geometry, with properties calculated with ωB97M-V/def2-TZVPD.

XYZ file:
```
64
Properties=species:S:1:pos:R:3:forces:R:3:lowdin_charge:R:1
Re 0.098339 0.294540 0.469060 -0.313 2.807 1.593 1.054
Br -4.873701 -0.662119 1.695136 0.114 0.062 -0.201 0.769
C -4.133492 0.083628 0.113728 0.564 -0.114 0.484 -0.593
C -4.964698 0.332718 -0.963020 0.110 0.262 -0.716 -0.182
C -4.432145 0.806897 -2.141737 -0.586 -0.088 -0.002 -0.624
Br -5.615087 1.101704 -3.607943 -0.016 0.007 0.035 0.724
C -3.055878 1.057021 -2.303193 -0.086 -0.001 0.191 -0.202
C -2.442870 1.505904 -3.485897 1.043 0.091 0.235 -0.023
C -1.065374 1.686562 -3.483068 -1.440 0.186 -0.636 -0.047
C -0.323325 1.442094 -2.351541 0.162 -0.548 1.807 -0.116
N -0.868388 0.994492 -1.193188 -0.606 0.192 -2.212 -0.072
C -2.235455 0.813826 -1.177324 0.480 0.141 -0.387 -0.123
C -2.750509 0.304040 0.044084 -0.050 -0.648 1.090 -0.413
O -1.924438 0.013932 1.004186 -0.560 0.342 -0.037 -0.262
H -6.022492 0.135116 -0.880385 -0.050 0.013 -0.025 0.091
H -3.036099 1.704623 -4.364044 -0.023 -0.007 -0.070 0.071
H -0.564569 2.043614 -4.369495 0.073 -0.001 -0.066 0.104
H 0.745071 1.598930 -2.336457 0.052 -0.136 0.127 0.059
C -2.860002 2.360433 2.798245 0.653 0.071 -0.028 -0.231
Ge -0.911718 2.772979 2.745530 -0.097 0.186 0.485 0.762
C -0.751847 4.771761 2.882642 0.004 -0.622 -0.058 -0.239
C -0.127861 1.969456 4.403451 -0.285 0.194 -0.505 -0.224
C 0.172433 2.140321 1.253936 -0.418 -2.465 -0.475 -0.398
H -3.310910 2.834704 3.666314 0.008 0.168 0.132 0.011
H -3.006468 1.290582 2.880714 0.016 -0.149 -0.041 -0.031
H -3.367654 2.715580 1.907261 -0.084 0.042 -0.184 0.011
H -1.051924 5.116519 3.865958 -0.109 0.027 0.239 -0.002
H -1.380365 5.259544 2.145797 -0.157 0.061 -0.182 -0.001
H 0.270704 5.091686 2.713919 0.237 0.005 -0.043 -0.001
H -0.717763 2.172367 5.292237 -0.167 0.137 0.115 0.007
H 0.888926 2.311238 4.574840 0.152 0.052 -0.046 0.011
H -0.104121 0.893863 4.256405 0.008 -0.107 -0.051 -0.012
H 1.025462 2.793465 1.056438 0.164 -0.074 -0.116 -0.048
C 0.460513 -2.891681 -1.096935 -0.153 -0.198 0.074 -0.065
C -0.210061 -3.651766 0.052042 -0.100 0.201 -0.023 -0.370
C -1.637917 -3.159966 0.297651 0.122 -0.069 -0.026 -0.056
C 0.636209 -3.632105 1.310498 0.006 0.247 -0.020 -0.133
C 0.970902 -4.855396 1.857938 0.145 -0.053 0.099 -0.071
C 1.806047 -4.960100 2.955212 0.039 -0.127 0.150 -0.117
C 2.337227 -3.803123 3.488336 -0.104 -0.238 -0.045 -0.076
C 2.028529 -2.545418 2.998577 -0.048 0.237 -0.431 -0.126
C 2.750102 -1.393455 3.672078 -0.133 0.181 0.072 -0.372
C 2.961209 -0.153745 2.810835 0.059 -0.132 -0.003 -0.097
C 2.052225 -1.034456 4.988457 0.175 -0.105 -0.155 -0.065
C 1.112106 -2.421948 1.912617 0.478 -1.751 0.531 -0.262
O 0.709496 -1.277676 1.471596 -0.547 0.979 -0.262 -0.294
H -0.009699 -3.142017 -2.048798 -0.052 -0.007 -0.067 0.076
H 1.518490 -3.149489 -1.147627 0.035 0.127 -0.077 0.089
H 0.383031 -1.812117 -0.966175 0.115 -0.012 -0.108 0.010
H -0.285466 -4.703369 -0.262222 0.119 0.145 0.097 0.121
H -1.641156 -2.160653 0.724327 -0.045 0.018 0.008 0.045
H -2.157274 -3.818109 0.993671 -0.043 -0.047 0.043 0.081
H -2.194249 -3.145437 -0.640942 -0.115 0.031 -0.070 0.079
H 0.583606 -5.756756 1.398944 -0.054 -0.040 -0.072 0.101
H 2.057573 -5.925601 3.370762 0.027 -0.079 0.019 0.085
H 3.028568 -3.870804 4.318538 0.099 0.011 0.090 0.105
H 3.751282 -1.772663 3.922783 -0.139 -0.028 -0.014 0.126
H 2.056435 0.450452 2.740252 0.100 0.015 -0.046 0.038
H 3.264932 -0.429596 1.801441 -0.047 0.116 0.009 0.033
H 3.755122 0.452406 3.247948 0.029 0.135 0.074 0.076
H 1.010689 -0.791670 4.801686 -0.125 0.054 0.004 0.062
H 2.534531 -0.172887 5.447012 0.012 0.117 0.131 0.073
H 2.083058 -1.872018 5.683792 -0.019 -0.057 0.094 0.069
Cl 2.178424 0.449375 -0.517686 1.373 0.245 -0.530 0.005
```
Positions in Å, forces in eV/Å.

Calculated values
Charge: -1
HOMO energy (spin up / spin down): -3.79 / -3.41 eV
E_LUMO (spin up / spin down): 1.64 / 1.59 eV
Kohn-Sham gap (spin up / spin down): 5.43 / 5.00 eV
2S+1: 2

***

Record 2
Below is C25H31Br2IrN5OSe2 as an isolated structure at a distorted geometry, with properties calculated with ωB97M-V/def2-TZVPD.

XYZ file:
```
67
Properties=species:S:1:pos:R:3:forces:R:3:lowdin_charge:R:1
Ir 0.193965 0.566128 -0.171390 -3.155 0.559 -1.381 1.101
Br -1.329836 5.350632 -0.752669 -0.050 0.033 0.076 0.833
C -1.689636 4.210004 0.698064 0.070 0.108 -0.211 -0.590
C -2.257064 4.721242 1.876965 -0.054 -0.009 -0.052 -0.143
C -2.513576 3.898467 2.935690 -0.042 0.103 0.088 -0.619
Br -3.255269 4.630210 4.512149 -0.010 -0.035 -0.039 0.817
C -2.209300 2.519840 2.862608 -0.046 -0.134 0.010 -0.174
C -2.456958 1.578620 3.880439 0.052 -0.039 -0.040 0.007
C -2.113554 0.268121 3.683744 -0.143 -0.004 -0.004 -0.014
C -1.493845 -0.107602 2.487764 -0.156 -0.027 0.008 -0.097
N -1.234622 0.741668 1.512250 1.456 -0.531 0.378 0.024
C -1.605831 2.044676 1.677719 -0.225 0.026 0.113 -0.168
C -1.341087 2.881669 0.577225 -0.002 0.192 -0.037 -0.462
O -0.770620 2.363799 -0.479638 1.096 -0.141 0.291 -0.409
H -2.489022 5.775184 1.939854 0.013 -0.001 -0.027 0.106
H -2.921940 1.895070 4.804083 0.016 0.027 -0.003 0.093
H -2.310095 -0.476503 4.441422 0.027 -0.033 -0.032 0.119
H -1.228435 -1.140578 2.324664 -0.010 0.037 0.053 0.085
C 2.167740 1.014022 -3.449192 0.023 -0.027 -0.028 -0.334
Se 0.399809 1.319179 -2.705287 0.742 -0.410 0.690 1.051
C -0.548404 -0.012352 -3.799786 0.064 -0.128 0.184 -0.499
C -2.052311 0.132865 -3.705822 -0.181 0.119 0.115 -0.532
Se -2.707087 0.185195 -1.861009 0.011 0.001 -0.070 0.953
C -4.604150 0.147752 -2.286326 0.010 -0.117 0.006 -0.370
H 2.512931 0.001703 -3.257435 -0.027 -0.006 -0.011 0.023
H 2.829199 1.729406 -2.966487 0.001 -0.018 0.032 0.036
H 2.136614 1.213535 -4.517707 -0.013 -0.001 -0.002 0.037
H -0.212239 -1.005617 -3.504657 -0.027 -0.009 -0.026 0.049
H -0.225254 0.174292 -4.823809 0.071 0.007 0.015 0.083
H -2.537830 -0.711647 -4.192785 0.052 0.011 -0.088 0.080
H -2.380899 1.056255 -4.179832 0.018 -0.013 -0.058 0.075
H -4.822109 0.915020 -3.024153 0.018 0.033 0.025 0.033
H -5.142588 0.361425 -1.367126 0.010 0.020 0.004 0.024
H -4.884675 -0.834750 -2.654691 -0.012 0.007 -0.021 0.028
C 4.112474 2.324673 2.002645 0.025 0.031 0.038 -0.084
C 4.242315 1.209864 1.189370 -0.043 0.029 -0.005 -0.079
C 3.133330 0.694863 0.525436 0.177 0.021 -0.030 -0.133
C 1.884686 1.275805 0.687141 -0.545 -0.269 -0.243 -0.276
C 1.759698 2.399927 1.492726 0.034 0.120 0.160 -0.092
C 2.869858 2.925087 2.144419 -0.011 -0.098 -0.045 -0.068
H 4.972835 2.724332 2.522393 0.006 0.004 -0.020 0.107
H 5.206339 0.733081 1.065386 0.008 0.017 -0.012 0.108
H 3.273659 -0.158838 -0.122014 0.040 0.089 0.034 0.066
H 0.800636 2.882589 1.630988 0.080 0.027 -0.012 0.087
H 2.753523 3.804991 2.763978 0.014 -0.007 0.012 0.111
C 1.651647 -2.053499 -1.141825 0.068 -0.236 -0.148 -0.175
N 0.635416 -1.592905 -0.145422 0.365 0.939 0.305 -0.204
C 1.104557 -2.062124 1.199653 0.254 -0.260 0.041 -0.159
N 1.273169 -3.496995 1.239357 0.036 -0.097 0.054 -0.077
C 2.263097 -3.891369 0.233818 -0.083 0.107 -0.037 -0.141
N 1.834289 -3.487822 -1.111586 -0.030 -0.108 -0.004 -0.075
C 0.555293 -4.145115 -1.395777 0.018 0.110 0.076 -0.146
N -0.466450 -3.755981 -0.419159 0.016 -0.028 0.059 -0.075
C -0.635420 -2.319945 -0.465876 -0.023 -0.364 0.012 -0.204
C -0.002447 -4.141071 0.919204 0.063 0.110 -0.122 -0.144
H 2.600853 -1.572881 -0.924242 -0.065 -0.009 -0.014 0.102
H 1.317925 -1.753384 -2.137080 -0.047 0.054 0.054 0.103
H 0.377881 -1.767596 1.949313 0.073 0.026 -0.053 0.095
H 2.051082 -1.571490 1.424966 -0.029 0.060 -0.057 0.124
H 2.380283 -4.974019 0.254917 0.044 -0.002 0.009 0.134
H 3.221168 -3.423602 0.464212 0.004 0.002 0.014 0.136
H 0.695028 -5.224452 -1.352657 -0.011 -0.011 -0.037 0.134
H 0.221056 -3.869529 -2.397722 -0.013 -0.004 -0.007 0.132
H -1.406986 -2.019352 0.243470 0.019 0.081 -0.007 0.107
H -0.953360 -2.033933 -1.465662 -0.019 0.098 -0.005 0.073
H 0.121799 -5.222714 0.954984 -0.017 -0.004 0.024 0.134
H -0.751261 -3.843530 1.655806 -0.009 -0.033 0.012 0.131
```
Positions in Å, forces in eV/Å.

Calculated values
Charge: +1
HOMO energy: -10.42 eV
E_LUMO: -3.75 eV
Kohn-Sham gap: 6.67 eV
2S+1: 1

***

Record 3
Below is C25H31Cl2N7O2PtS as an isolated structure at a distorted geometry, with properties calculated with ωB97M-V/def2-TZVPD.

XYZ file:
```
69
Properties=species:S:1:pos:R:3:forces:R:3:lowdin_charge:R:1
Pt 0.583814 -0.427725 -0.878811 -1.067 2.937 -1.926 0.912
O 4.607624 0.295120 -0.519955 0.020 0.367 -0.188 -0.016
C 3.518201 0.710956 -0.920341 -1.391 -2.521 -0.894 -0.572
O 2.574326 -0.142832 -1.378080 2.823 1.161 0.795 -0.309
C 3.310023 2.190664 -0.987478 -0.404 0.779 0.340 -0.166
C 4.418952 3.040507 -0.958131 0.409 -0.418 -0.239 -0.057
C 4.267252 4.414971 -0.857221 0.203 0.236 0.130 -0.135
C 2.988121 4.975854 -0.743245 -0.573 -0.631 -0.002 -0.124
C 1.843965 4.169046 -0.733434 1.927 0.373 -0.367 -0.149
C 2.035247 2.778637 -0.862857 -0.435 -0.461 0.446 -0.594
S 0.587327 1.884149 -0.621499 -0.786 0.035 -0.149 0.620
H 5.415478 2.567102 -1.012621 -0.614 0.365 0.110 0.113
H 5.151302 5.058750 -0.795482 -0.311 -0.197 -0.140 0.081
H 2.884271 6.041921 -0.641750 -0.013 0.345 0.051 0.076
H 0.846375 4.577054 -0.604902 0.139 -0.110 -0.049 0.081
C -0.612959 0.837665 -3.740964 0.487 -0.086 0.639 -0.088
N -1.887238 0.610278 -3.068588 -0.432 0.107 -0.402 -0.087
C -3.097910 1.024504 -3.797010 0.554 -0.326 -0.444 -0.184
C -4.233573 0.734681 -2.849066 -0.427 0.314 0.664 -0.271
N -3.580723 0.035244 -1.748672 0.363 0.188 0.165 -0.103
C -4.423295 -0.235830 -0.590686 -0.782 0.066 -0.341 -0.202
C -2.194697 0.140298 -1.818727 -0.592 0.405 0.264 -0.396
N -1.396414 -0.126028 -0.813537 -0.334 0.340 -0.293 -0.159
C -1.969695 -0.014487 0.524180 -1.005 -0.721 -0.052 -0.238
C -1.044385 0.014226 1.722596 1.286 0.955 0.121 -0.261
N 0.288941 -0.550709 1.439304 1.168 0.838 3.319 -0.008
C 1.257187 -0.225945 2.271170 -1.952 -1.014 -1.323 -0.357
N 2.596150 -0.423354 2.000560 0.911 -0.176 1.093 -0.079
C 3.115237 -1.617074 1.353634 -0.326 -0.130 -0.473 -0.091
C 3.416135 -0.007090 3.146341 0.704 -0.174 -0.301 -0.149
C 2.466397 0.785030 4.013433 -1.033 0.418 0.177 -0.145
N 1.145914 0.308079 3.540755 0.748 0.584 0.759 -0.086
C -0.000352 1.020859 4.050284 -0.181 0.721 1.142 -0.111
H -0.801479 0.945318 -4.818128 -0.125 -0.149 0.269 0.074
H 0.062790 -0.016297 -3.552128 -0.225 0.447 -0.089 0.058
H -0.111544 1.758343 -3.373786 -0.273 -0.511 -0.149 0.059
H -3.203163 0.468958 -4.741936 0.147 -0.092 0.229 0.101
H -3.066971 2.083681 -4.080165 0.191 -0.020 0.218 0.094
H -5.035576 0.118135 -3.299508 0.357 0.166 0.255 0.072
H -4.674001 1.684517 -2.472127 0.027 -0.415 -0.191 0.059
H -5.415905 -0.452982 -0.994240 0.049 -0.097 -0.051 0.036
H -4.553992 0.661094 0.044917 0.076 -0.410 -0.073 0.042
H -4.123360 -1.111589 -0.001604 -0.229 0.438 -0.491 0.067
H -2.605767 -0.889658 0.706773 0.223 0.440 -0.020 0.085
H -2.568461 0.921548 0.537621 0.186 -0.730 0.277 0.111
H -1.536089 -0.526176 2.553974 -0.013 0.157 -0.537 0.103
H -0.949700 1.095467 2.011621 -0.113 -1.112 -0.373 0.084
H 2.303417 -2.046944 0.766058 0.217 -0.016 0.030 0.002
H 3.476591 -2.349413 2.116351 -0.301 0.353 -0.342 0.082
H 3.923591 -1.337382 0.669114 -0.117 -0.125 0.225 0.066
H 4.314303 0.545332 2.779793 -0.703 -0.195 0.312 0.130
H 3.810577 -0.873419 3.735444 -0.363 0.207 -0.535 0.113
H 2.530414 1.875940 3.862548 0.133 -0.170 -0.067 0.118
H 2.565826 0.596369 5.104866 0.025 0.013 -0.629 0.114
H 0.182815 1.239599 5.132491 -0.037 -0.285 -0.686 0.087
H -0.921835 0.428986 3.980923 0.584 0.398 0.236 0.065
H -0.163105 2.008641 3.567484 0.118 -0.434 0.213 0.092
Cl 1.379227 -4.390213 0.778653 0.529 -0.242 0.272 0.724
C -0.222446 -4.343930 0.241797 -2.788 -1.064 -0.612 -0.629
C -1.192480 -5.204826 0.762382 0.390 0.233 0.071 -0.153
C -2.515419 -5.167128 0.270216 0.468 -0.033 0.148 -0.134
C -2.840635 -4.372109 -0.843523 -0.260 -0.033 0.405 -0.168
C -1.929596 -3.504573 -1.382020 -0.210 -0.770 -0.182 -0.587
Cl -2.324776 -2.675155 -2.859499 0.190 -0.181 0.204 0.666
C -0.636282 -3.310296 -0.749305 0.005 -0.363 1.230 -0.499
N 0.048882 -2.268973 -0.703519 2.639 -0.303 -1.442 -0.128
H -0.937581 -5.892069 1.579630 -0.081 0.304 -0.306 0.085
H -3.288498 -5.759654 0.761472 0.220 0.083 -0.228 0.080
H -3.856780 -4.383660 -1.211844 -0.024 -0.061 -0.221 0.081
```
Positions in Å, forces in eV/Å.

Calculated values
Charge: -2
HOMO energy (spin up / spin down): 2.53 / -1.04 eV
E_LUMO (spin up / spin down): 4.44 / 4.39 eV
Kohn-Sham gap (spin up / spin down): 1.90 / 5.43 eV
2S+1: 3